# 1
A molecular structure, C40H39N3O6ReS2Si2 in a non-equilibrium geometry. Source: the OMol25 dataset; level of theory: ωB97M-V/def2-TZVPD.

Properties
E_tot in eV: -98426.6548
Expectation value of S²: 0.76
Maximum force in eV Å⁻¹: 1.4
HOMO-LUMO gap (alpha / beta) in eV: 6.91 / 6.73
LUMO energy (alpha / beta) in eV: -0.9 / -1.1
Molar mass in g/mol: 964.280

```
! RIJCOSX wB97M-V def2-TZVPD def2/J DEFGRID3
* xyz 0 2
Re 0.67895 1.07766 0.09538
O 3.68952 3.61361 4.92420
C 2.63360 2.77926 5.02216
O 1.92878 2.79140 5.98235
C 2.46548 1.83359 3.86861
C 3.07622 0.60844 3.69514
N 2.60428 0.08068 2.55067
N 1.74152 0.90479 1.96568
C 1.64825 1.96975 2.74570
C 0.67553 2.99365 2.29608
O 0.56849 4.05470 2.84745
O -0.01016 2.59444 1.22211
H 4.11116 3.50843 4.06197
H 3.77692 0.07252 4.31530
H 2.78741 -0.82558 2.13918
C 1.48820 4.04177 -0.94254
Si -0.11589 3.48711 -1.72369
C 0.02515 3.90128 -3.53785
C -1.52137 4.43053 -0.96502
N -0.29070 1.70389 -1.48605
C -1.01825 0.97169 -2.45887
C -2.11842 1.54098 -3.09790
C -2.80323 0.89210 -4.11364
C -2.37081 -0.35229 -4.53766
C -1.30186 -0.96378 -3.89641
C -0.67429 -0.33275 -2.83396
O 0.28307 -0.96033 -2.07630
C 0.61980 -2.26797 -2.42868
C -0.23711 -3.30943 -2.11312
C 0.13494 -4.60658 -2.42778
C 1.35648 -4.85581 -3.04408
C 2.20419 -3.79940 -3.34700
C 1.83395 -2.49171 -3.04588
H 1.78834 4.97717 -1.42802
H 2.30779 3.32953 -1.08354
H 1.37891 4.25146 0.12244
H -0.24564 4.95282 -3.68128
H -0.60953 3.30139 -4.18934
H 1.05809 3.78416 -3.86216
H -1.19692 5.46265 -0.79765
H -1.79722 4.00597 0.00176
H -2.40634 4.45696 -1.60715
H -2.45122 2.52044 -2.77088
H -3.66215 1.36482 -4.57254
H -2.87221 -0.86363 -5.35017
H -0.97905 -1.94993 -4.19885
H -1.17469 -3.10086 -1.61123
H -0.52924 -5.42569 -2.18104
H 1.64548 -5.87218 -3.28359
H 3.15987 -3.98282 -3.82230
H 2.48981 -1.66163 -3.27985
C -1.31975 1.19725 5.56904
C -0.42181 0.15673 5.39235
C -0.24585 -0.39991 4.13030
C -0.95578 0.06896 3.02252
C -1.87238 1.10650 3.22864
C -2.05085 1.66873 4.48410
Si -0.69278 -0.62087 1.27592
C 0.27200 -2.23134 1.54537
C 1.53678 -2.47748 1.00429
C 2.21029 -3.67461 1.22523
C 1.62121 -4.66481 1.99731
C 0.36567 -4.44458 2.55219
C -0.29696 -3.24359 2.32867
C -2.47875 -1.06137 0.78650
C -3.02764 -0.96219 -0.49470
C -4.34932 -1.30698 -0.75866
C -5.16402 -1.76579 0.26306
C -4.64815 -1.87073 1.54936
C -3.33159 -1.51480 1.80583
H -1.44577 1.64536 6.54644
H 0.15030 -0.21200 6.23637
H 0.45674 -1.21898 4.00980
H -2.44368 1.49209 2.38917
H -2.75351 2.48298 4.61624
H 2.00302 -1.73181 0.37115
H 3.18429 -3.83666 0.77744
H 2.13344 -5.60513 2.16353
H -0.09705 -5.20825 3.16696
H -1.27419 -3.09627 2.77803
H -2.42902 -0.59929 -1.31455
H -4.73455 -1.20674 -1.76735
H -6.19675 -2.02746 0.06759
H -5.27761 -2.21641 2.36142
H -2.97137 -1.57535 2.82724
C 2.41026 0.56098 -4.55257
O 2.16331 0.70235 -3.14362
C 3.21092 0.64137 -2.33900
S 4.75700 0.46649 -2.84532
S 2.85151 0.38023 -0.63903
H 1.42910 0.56037 -5.01196
H 2.92774 -0.37686 -4.74512
H 3.02172 1.38263 -4.92036
*
```

These are the Mulliken partial charges, in e, on atoms 1 to 5: atom 1 (Re): 0.1991, atom 2 (O): -0.4898, atom 3 (C): 0.4541, atom 4 (O): -0.4765, atom 5 (C): 0.1298

# 2
A molecular structure, C40H40BN4TeV in a non-equilibrium geometry. Source: the OMol25 dataset; level of theory: ωB97M-V/def2-TZVPD.

Properties
E_tot in eV: -81749.0455
Expectation value of S²: 2.03
Maximum force in eV Å⁻¹: 1.6
HOMO-LUMO gap (alpha / beta) in eV: 5.94 / 6.00
LUMO energy (alpha / beta) in eV: 4.4 / 4.4
Molar mass in g/mol: 766.144

```
! RIJCOSX wB97M-V def2-TZVPD def2/J DEFGRID3
* xyz -2 3
V -0.84992 0.34278 -0.23261
C -0.07544 -0.42424 -3.53936
N -0.83491 0.55177 -2.76863
C -2.20325 0.62568 -3.28253
C -0.19328 1.86775 -2.90201
C -0.77233 2.85150 -1.92977
C -0.96631 4.18181 -2.27965
C -1.41285 5.09456 -1.33298
C -1.68925 4.65286 -0.04461
C -1.51600 3.31265 0.28557
C -1.03348 2.38098 -0.63897
H -0.07954 -0.15415 -4.60811
H -0.52213 -1.41103 -3.41384
H 0.95217 -0.44890 -3.17963
H -2.18627 0.91753 -4.34561
H -2.78017 1.35836 -2.72531
H -2.68120 -0.34807 -3.17900
H -0.27602 2.23215 -3.94061
H 0.86450 1.72719 -2.67745
H -0.75152 4.50728 -3.29372
H -1.55237 6.13573 -1.60180
H -2.05882 5.34991 0.70046
H -1.76800 2.98747 1.29071
C -4.14257 0.50398 4.28324
C -4.11505 -0.45343 3.27820
C -3.02243 -0.55786 2.42754
C -1.94662 0.31286 2.56062
C -1.96977 1.26533 3.57918
C -3.05906 1.36244 4.43148
N -0.82632 0.24046 1.68180
C 0.37727 0.11076 2.44439
C 1.35372 1.09571 2.44228
C 2.50038 0.95446 3.21369
C 2.67972 -0.16670 4.01124
C 1.68960 -1.14262 4.03952
C 0.54553 -1.00125 3.27037
H -4.99907 0.58373 4.94213
H -4.95159 -1.12835 3.14298
H -2.99310 -1.31096 1.65109
H -1.12420 1.93476 3.68889
H -3.06322 2.11965 5.20758
H 1.19553 1.99175 1.86303
H 3.25359 1.73380 3.18156
H 3.57877 -0.27983 4.60546
H 1.80872 -2.02133 4.66333
H -0.23133 -1.75671 3.28814
B -5.57189 0.65132 -0.52457
C -3.99374 0.52152 -0.41088
N -2.84269 0.45948 -0.33141
H -6.05667 -0.45410 -0.37699
H -5.81209 1.10017 -1.63329
H -5.93176 1.42113 0.34753
C 3.43695 -3.37162 -0.38355
C 2.23494 -3.18941 -1.04952
C 1.64096 -1.93570 -1.13178
C 2.23139 -0.79572 -0.57767
C 3.42838 -1.01747 0.14035
C 4.01598 -2.26453 0.22859
N 1.61529 0.46408 -0.65394
C 2.49427 1.52704 -0.77846
C 3.73756 1.42305 -1.46267
C 4.60210 2.49158 -1.60548
C 4.29179 3.75009 -1.09855
C 3.06016 3.89559 -0.47587
C 2.18481 2.82966 -0.32910
H 3.89830 -4.35039 -0.32365
H 1.73330 -4.03232 -1.50680
H 0.69186 -1.84486 -1.64346
H 3.88473 -0.19005 0.66199
H 4.93499 -2.37073 0.79719
H 4.00760 0.47840 -1.91401
H 5.53498 2.33655 -2.13959
H 4.97705 4.58313 -1.19752
H 2.75523 4.86437 -0.09360
H 1.23718 3.00347 0.14709
Te -2.01672 -2.40005 -0.87557
C -0.76810 -4.10756 -0.80069
C -0.25893 -4.57959 0.41215
C 0.49544 -5.74389 0.47145
C 0.76628 -6.46795 -0.68291
C 0.27572 -6.00808 -1.89796
C -0.48198 -4.84296 -1.95362
H -0.44995 -4.01488 1.31641
H 0.88016 -6.08079 1.42765
H 1.35672 -7.37569 -0.63672
H 0.48854 -6.55202 -2.81222
H -0.86025 -4.49247 -2.90665
*
```

These are the Mulliken partial charges, in e, on atoms 1 to 5: atom 1 (V): -0.6420, atom 2 (C): -1.2855, atom 3 (N): 1.1373, atom 4 (C): -1.3273, atom 5 (C): -1.7074

# 3
A molecular structure, C40H40BeN2OP2S in a non-equilibrium geometry. Source: the OMol25 dataset; level of theory: ωB97M-V/def2-TZVPD.

Properties
E_tot in eV: -76960.7927
Maximum force in eV Å⁻¹: 1.3
HOMO-LUMO gap in eV: 8.87
LUMO energy in eV: -5.0
Molar mass in g/mol: 667.800

```
! RIJCOSX wB97M-V def2-TZVPD def2/J DEFGRID3
* xyz 2 1
Be 0.17262 0.83104 -0.72908
O 3.69836 -1.44190 0.86080
S 2.27483 -1.04969 0.92925
C 1.30892 -2.54813 1.08801
C 1.60077 -3.46801 2.08334
C 0.85467 -4.62463 2.21464
C -0.12330 -4.90722 1.27741
C -0.39479 -4.00843 0.24808
C 0.30840 -2.80450 0.14935
P 0.12779 -1.52301 -1.16338
C -1.50903 -1.96673 -1.86399
C -2.64370 -1.82692 -1.07046
C -3.90274 -2.14397 -1.56476
C -4.03519 -2.68638 -2.83218
C -2.90656 -2.88450 -3.62045
C -1.66444 -2.52360 -3.14058
C 1.34210 -2.07129 -2.42222
C 1.96015 -3.33256 -2.40854
C 2.90226 -3.66399 -3.37873
C 3.27121 -2.76805 -4.36889
C 2.64640 -1.53557 -4.39636
C 1.66191 -1.20385 -3.47533
C 2.04782 -0.29543 2.55519
C 3.00721 -0.56275 3.51850
C 2.91793 0.03659 4.76707
C 1.91522 0.93919 5.02034
C 0.93191 1.21408 4.05866
C 1.02621 0.66675 2.78477
P -0.22027 1.12727 1.51568
C -1.69642 0.50955 2.41546
C -2.61084 1.36729 3.02736
C -3.70023 0.82549 3.69736
C -3.90691 -0.53725 3.82665
C -3.00389 -1.38926 3.20946
C -1.90923 -0.88127 2.51685
C -0.29840 2.93762 1.58969
C 0.84458 3.69815 1.92402
C 0.85262 5.07095 1.74803
C -0.23731 5.71610 1.19101
C -1.32812 4.97693 0.79294
C -1.39581 3.60747 1.02283
H 2.45812 -3.29316 2.74166
H 1.02460 -5.29405 3.05449
H -0.75133 -5.78466 1.36175
H -1.17247 -4.23352 -0.47084
H -2.54658 -1.47502 -0.01757
H -4.79558 -2.02607 -0.94733
H -5.03840 -2.90041 -3.24014
H -2.97720 -3.28601 -4.63788
H -0.78995 -2.73610 -3.76621
H 1.71913 -4.05717 -1.62400
H 3.33837 -4.67463 -3.40167
H 4.05588 -3.01399 -5.09128
H 2.92042 -0.80491 -5.17610
H 1.16300 -0.23274 -3.58287
H 3.86183 -1.20781 3.26616
H 3.66804 -0.17364 5.52276
H 1.85790 1.44409 5.99890
H 0.13169 1.91502 4.30826
H -2.46069 2.46249 3.03364
H -4.47218 1.49278 4.09692
H -4.75546 -0.92411 4.41403
H -3.15162 -2.48303 3.30092
H -1.22134 -1.55398 2.01006
H 1.70340 3.18131 2.36102
H 1.74128 5.65197 2.01729
H -0.21150 6.80400 1.04067
H -2.18154 5.46815 0.30730
H -2.32220 3.06185 0.86393
N -1.18109 1.45562 -1.64885
C -1.01788 2.03149 -3.02234
C -0.09899 3.26496 -3.09570
C 1.43030 3.07186 -3.04388
C 2.03549 2.91301 -1.65521
N 1.76803 1.54820 -1.05249
H -1.91725 0.73773 -1.67217
H -1.55803 2.20880 -1.03809
H -1.98511 2.35468 -3.39469
H -0.64688 1.22307 -3.65232
H -0.39708 3.93829 -2.29474
H -0.35709 3.80384 -4.01861
H 1.91365 3.95522 -3.49958
H 1.71209 2.20264 -3.63192
H 1.67034 3.68626 -0.96740
H 3.12790 3.04326 -1.75864
H 2.32063 1.49661 -0.18806
H 2.19867 0.86220 -1.70693
*
```

These are the Mulliken partial charges, in e, on atoms 1 to 5: atom 1 (Be): 0.6268, atom 2 (O): -0.7570, atom 3 (S): 0.9943, atom 4 (C): 0.4946, atom 5 (C): -0.5713